The following is a quantum chemistry calculation of a structure of composition C20H16CoN4O4S3Se, from the Open Molecules 2025 dataset.

Results
Expectation value of S²: 6.049
HOMO (spin up / spin down) (hartree): -0.3958 / -0.4354
Electronic energy (eV): -170623.477
Orbital gap (spin up / spin down) (eV): 7.3 / 7.6
Strongest force on any atom (eV Å⁻¹): 0.527
Spin multiplicity: 5
Charge: +1

The geometry in XYZ format:
```
49
C20H16CoN4O4S3Se (ωB97M-V/def2-TZVPD)
Co -0.010 -0.803 -0.818
Se 5.978 -1.273 3.789
N 5.816 -1.301 2.029
C 4.536 -1.314 1.770
C 3.987 -1.349 0.419
C 4.774 -1.378 -0.734
C 4.159 -1.426 -1.964
C 2.769 -1.436 -2.022
N 2.014 -1.402 -0.935
C 2.604 -1.355 0.271
C 1.709 -1.321 1.436
N 0.385 -1.313 1.180
C -0.472 -1.321 2.193
C -0.051 -1.325 3.519
C 1.298 -1.308 3.791
C 2.208 -1.311 2.732
C 3.657 -1.301 2.914
N 4.235 -1.278 4.085
H 5.852 -1.370 -0.635
H 4.734 -1.458 -2.879
H 2.246 -1.488 -2.969
H -1.522 -1.332 1.927
H -0.785 -1.337 4.313
H 1.673 -1.296 4.807
C -5.602 0.892 -0.264
C -4.196 1.245 -0.622
C -3.310 1.790 0.260
C -1.996 2.112 -0.118
C -1.631 2.001 -1.480
C -2.472 1.529 -2.427
C -3.769 0.930 -2.024
S 0.076 2.145 -1.962
C 0.516 3.719 -1.251
O 0.789 1.110 -1.084
H -5.785 1.000 0.803
H -5.833 -0.132 -0.565
H -6.299 1.545 -0.799
H -3.623 1.961 1.283
H -1.272 2.430 0.621
H -2.168 1.437 -3.462
H -4.565 1.179 -2.723
H 0.229 3.768 -0.204
H -0.001 4.481 -1.835
H 1.593 3.827 -1.365
O -2.097 -0.970 -0.419
S -2.564 -1.504 -1.719
O -3.721 -0.557 -2.237
O -3.142 -2.800 -1.713
S -0.952 -1.342 -2.911
```

natural (NBO) atomic charge list, values in e, 8 entries:
1 Co 1.441
2 Se 1.003
3 N -0.611
4 C 0.174
5 C -0.098
6 C -0.095
7 C -0.234
8 C 0.088